Entry 1:
ORCA calculation (wB97M-V/def2-TZVPD) on a molecular structure, C29H35IrN4O5PSSeTe.

Values from the calculation:
- LUMO energy (alpha / beta) (eV) = 3.9 / 3.9
- HOMO level (alpha / beta) (eV) = -1.04 / -1.50
- Kohn-Sham gap (alpha / beta) (eV) = 4.95 / 5.40
- total energy (Ha) = -5234.640148
- spin multiplicity = 2
- charge = -2

Each line ends with the Mulliken charge.
Positions of all 78 atoms, in Å:
Ir (3.0315, 1.4450, -1.9221)  0.659
O (6.9602, 3.3958, -2.0120)  -0.699
S (5.7820, 2.7266, -1.5168)  1.247
O (4.9537, 3.8499, -0.7409)  -0.441
O (6.0203, 1.6362, -0.6061)  -0.607
O (4.8431, 2.3809, -2.6443)  -0.691
Se (3.1486, 3.3163, -0.5050)  -0.209
C (-2.3473, 4.7954, -1.8159)  -0.937
N (-0.8942, 4.7684, -1.8646)  0.080
C (-0.3801, 5.0465, -0.5242)  -0.860
N (-0.9026, 4.1512, 0.5071)  0.166
C (-2.3552, 4.1999, 0.4742)  -0.952
N (-2.9474, 3.8948, -0.8298)  0.061
C (-2.6851, 2.4930, -1.1920)  -1.171
P (-0.8793, 2.0102, -1.3160)  1.100
C (-0.3954, 3.4758, -2.3581)  -0.937
C (-0.4093, 2.7799, 0.3159)  -0.430
H (-2.7418, 4.5439, -2.8044)  0.399
H (-2.6592, 5.8151, -1.5647)  0.322
H (-0.6699, 6.0689, -0.2584)  0.313
H (0.7085, 4.9792, -0.5397)  0.298
H (-2.6674, 5.2126, 0.7516)  0.302
H (-2.7517, 3.4974, 1.2122)  0.387
H (-3.1663, 2.2883, -2.1543)  0.465
H (-3.1714, 1.8469, -0.4534)  0.375
H (-0.7668, 3.3186, -3.3753)  0.419
H (0.6962, 3.4941, -2.4129)  0.286
H (0.6796, 2.7701, 0.4013)  -0.218
H (-0.7822, 2.1485, 1.1275)  0.455
C (-1.8989, -1.1650, 6.6198)  -1.459
C (-1.2247, -1.0579, 5.2767)  0.731
C (0.1557, -1.1022, 5.1561)  -1.100
C (0.7875, -0.9962, 3.9180)  1.372
C (2.2936, -1.0484, 3.8788)  -1.662
C (0.0290, -0.8467, 2.7456)  -0.963
Te (1.0743, -0.6065, 0.8390)  0.693
N (2.0175, -0.2524, -1.5678)  -0.494
C (1.9113, -0.4746, -2.8388)  0.260
O (2.1985, 0.5181, -3.6523)  -0.862
C (1.5390, -1.7940, -3.4253)  0.095
C (1.0451, -1.8642, -4.7236)  -0.431
C (0.6607, -3.0854, -5.2614)  -0.545
C (0.7858, -4.2479, -4.5113)  -0.368
C (1.3024, -4.1839, -3.2219)  -0.534
C (1.6758, -2.9636, -2.6825)  -0.130
C (-0.1324, -2.1088, -0.0532)  -0.155
C (-0.8532, -1.7663, -1.1939)  0.130
C (-1.6716, -2.6865, -1.8293)  -0.758
C (-1.7765, -3.9736, -1.3238)  -0.744
C (-1.0465, -4.3266, -0.1997)  -0.793
C (-0.2118, -3.4139, 0.4483)  1.558
C (0.5828, -3.8703, 1.6416)  -1.551
C (-1.3702, -0.7743, 2.8654)  1.709
C (-2.2731, -0.5744, 1.6749)  -1.446
C (-1.9689, -0.8878, 4.1183)  -0.856
H (-1.1733, -1.3789, 7.4057)  0.357
H (-2.6476, -1.9606, 6.6264)  0.318
H (-2.4102, -0.2352, 6.8817)  0.302
H (0.7634, -1.2216, 6.0491)  0.215
H (2.6990, -1.2252, 4.8766)  0.394
H (2.7194, -0.1173, 3.4997)  0.288
H (2.6417, -1.8364, 3.2084)  0.277
H (0.9703, -0.9459, -5.2925)  0.460
H (0.2656, -3.1323, -6.2703)  0.381
H (0.4849, -5.2014, -4.9309)  0.361
H (1.4022, -5.0871, -2.6313)  0.379
H (2.0738, -2.8885, -1.6786)  0.429
H (-0.7563, -0.7625, -1.5886)  -0.057
H (-2.2083, -2.4003, -2.7261)  0.439
H (-2.4055, -4.7079, -1.8143)  0.335
H (-1.1091, -5.3400, 0.1848)  0.327
H (0.5480, -4.9577, 1.7309)  0.479
H (0.2015, -3.4344, 2.5679)  0.209
H (1.6242, -3.5538, 1.5503)  0.211
H (-1.8125, 0.0854, 0.9369)  -0.124
H (-3.2283, -0.1473, 1.9887)  0.478
H (-2.4728, -1.5174, 1.1617)  0.324
H (-3.0526, -0.8295, 4.1873)  0.339

---

Entry 2:
ORCA calculation (wB97M-V/def2-TZVPD) on a molecular structure, C7H15N.

Values from the calculation:
- LUMO energy (alpha / beta) (eV) = 0.7 / 0.7
- HOMO level (alpha / beta) (eV) = -5.62 / -5.62
- Kohn-Sham gap (alpha / beta) (eV) = 6.32 / 6.32
- total energy (Ha) = -330.309350

Each line ends with the Mulliken charge.
Positions of all 23 atoms, in Å:
C (0.0416, -0.3757, -1.0067)  1.530
C (-0.7727, -1.1528, -0.0657)  -0.963
C (1.3122, -1.0020, -1.5154)  -1.490
C (-0.5782, 0.6181, -1.9450)  -1.601
C (-0.1839, 1.8091, 0.8168)  -1.112
N (0.5982, 0.5782, 0.6117)  -0.129
C (0.0851, -0.6751, 1.3265)  -0.178
C (-0.4314, -0.4790, 2.6247)  -1.052
H (1.5704, 0.7670, 0.8675)  0.315
H (-0.7151, -2.2343, -0.1621)  0.343
H (-1.8112, -0.8326, -0.0020)  0.315
H (0.9259, -1.3688, 1.3352)  0.198
H (2.0121, -0.2523, -1.8919)  0.336
H (0.1127, 1.4225, -2.2147)  0.322
H (1.8118, -1.5939, -0.7477)  0.374
H (1.0748, -1.6785, -2.3444)  0.382
H (-1.4917, 1.0562, -1.5454)  0.363
H (-0.8462, 0.1018, -2.8748)  0.428
H (0.1491, 2.5617, 0.1011)  0.330
H (-0.0692, 2.1875, 1.8300)  0.425
H (-1.2372, 1.5989, 0.6442)  0.359
H (-1.2603, 0.1999, 2.7926)  0.211
H (-0.2969, -1.2557, 3.3655)  0.293

---

Entry 3:
ORCA calculation (wB97M-V/def2-TZVPD) on C10H17P in the gas phase in a non-equilibrium geometry.

Values from the calculation:
- LUMO energy (eV) = 0.8
- SMILES string = C=C1C(C)=C(C)[C@](C)(P)[C@H]1C
- HOMO level (eV) = -7.91
- Kohn-Sham gap (eV) = 8.73
- total energy (Ha) = -732.454326

Each line ends with the Mulliken charge.
Positions of all 28 atoms, in Å:
C (-2.5918, -0.9165, -0.3349)  -1.494
C (-1.3216, -0.4083, -0.4650)  0.592
C (-0.9692, 0.9901, -0.1945)  0.431
C (-1.9173, 2.1134, -0.4761)  -1.602
C (0.4007, 1.1584, -0.0176)  0.252
C (1.0940, 2.3405, 0.4059)  -1.735
C (1.1994, -0.1305, 0.1980)  1.287
C (1.5260, -0.5370, 1.5780)  -1.477
P (2.7272, -0.0680, -0.9883)  -0.041
C (-0.0795, -1.3334, -0.4716)  0.069
C (-0.2529, -2.7442, 0.0093)  -1.662
H (-2.6571, -2.0261, -0.3444)  0.184
H (-3.4184, -0.2946, -0.0922)  0.308
H (-1.9806, 2.4476, -1.4742)  0.323
H (-1.8139, 2.8512, 0.3420)  0.414
H (-2.9296, 1.6889, -0.4026)  0.337
H (0.4688, 3.1636, 0.1812)  0.517
H (2.0556, 2.5424, -0.1527)  0.332
H (1.3557, 2.3748, 1.4166)  0.276
H (0.9533, -0.0736, 2.4644)  0.270
H (2.6486, -0.3430, 1.8478)  0.370
H (1.3334, -1.6079, 1.7123)  0.352
H (2.0372, 0.7571, -1.9055)  0.064
H (2.4855, -1.3705, -1.5707)  0.045
H (0.3046, -1.3693, -1.4791)  0.360
H (0.7461, -3.3761, -0.2498)  0.222
H (-1.0626, -3.1572, -0.5920)  0.577
H (-0.3415, -2.6719, 1.0557)  0.429